{
  "formula": "C2HNO2",
  "method": "ωB97M-V/def2-TZVPD",
  "symbols": ["C", "C", "N", "O", "O", "H"],
  "positions_angstrom": [[-0.0226, 1.1751, -0.0677], [-0.1662, -0.2873, -0.1772], [0.2042, 2.2968, -0.0750], [-0.8458, -1.1203, 0.6329], [-0.9153, -1.1689, -0.7644], [1.7457, -0.8954, 0.4514]],
  "atomic_forces_ev_per_a": [[-1.147, -3.168, -0.772], [0.489, 3.279, 1.111], [0.429, 0.993, 0.123], [0.534, 0.039, 3.740], [-1.422, -0.700, -4.709], [1.117, -0.444, 0.506]],
  "total_energy_ev": -7665.1055,
  "largest_force_ha_per_bohr": 0.0966,
  "orbital_gap_ev": [9.4, 9.4],
  "relative_energy_kcal_mol": 99.8,
  "s_squared": 2.0077,
  "spin_multiplicity": 3,
  "total_charge": 0
}